C6H11N2 | ωB97M-V with the def2-TZVPD basis set

XYZ file:
```
19
Properties=species:S:1:pos:R:3:forces:R:3:nbo_charge:R:1
C 0.11802 0.03723 -1.83019 -0.273 -1.249 3.013 0.19
C 0.58430 1.27723 -1.29899 -2.286 -2.935 2.969 -0.15
C 0.65882 0.57157 0.11004 -0.460 0.895 -2.024 0.29
C 1.77389 0.51649 1.07382 1.409 -3.380 2.148 -0.65
C -1.77387 1.30100 0.55575 -1.412 -5.259 -0.440 -0.43
C -0.05359 -1.97384 -0.29713 -0.586 -3.142 -2.914 -0.44
N -0.42160 1.37548 0.37116 3.962 1.669 -1.533 -0.21
N 0.18858 -0.64773 -0.68407 1.581 1.344 -1.066 -0.28
H -0.30368 -0.41264 -2.70016 0.135 0.158 -0.922 0.25
H 0.78794 2.14516 -1.76454 0.764 3.002 -0.855 0.26
H 2.71138 -0.11901 0.79976 -1.952 0.888 -0.146 0.26
H 1.29638 -0.07229 1.98166 1.153 1.340 -1.359 0.24
H 2.22412 1.44300 1.41928 -0.782 0.332 -0.144 0.28
H -1.91800 1.26124 1.61840 -0.223 0.453 0.803 0.26
H -2.20774 2.10718 0.11130 -1.501 2.347 -0.816 0.25
H -2.30889 0.30326 0.19942 1.000 1.689 0.230 0.16
H 0.71108 -2.78048 -0.71375 -1.138 1.980 0.913 0.25
H -1.02113 -2.26043 -0.79301 0.689 -0.069 0.765 0.24
H -0.13713 -2.07210 0.74366 -0.082 -0.064 1.378 0.24
```
Forces are in eV/Å.

Computed properties:
- LUMO level (alpha / beta) (eV) = -5.612 / -5.613
- net charge = +1

C6H11N2O | ωB97M-V with the def2-TZVPD basis set

XYZ file:
```
20
Properties=species:S:1:pos:R:3:forces:R:3:nbo_charge:R:1
C 1.22570 0.30699 -0.94883 -0.557 -0.463 0.113 0.15
C 2.30512 0.03809 -0.08236 0.648 1.659 0.007 0.31
C 0.31621 0.27455 -3.21053 0.310 -0.184 -2.468 -0.16
C -0.58355 0.42604 0.58914 -0.091 0.370 -1.325 0.27
C -0.12743 1.48584 1.50670 0.235 2.647 -1.934 -0.73
C -0.93250 -1.96410 0.39523 -0.215 -1.947 -2.182 -0.45
N 0.88851 0.12549 -2.08821 -1.121 -0.391 -0.913 -0.25
N -0.35073 -0.80716 0.91925 -0.436 3.140 2.156 -0.44
O 2.27689 -0.88545 0.70618 0.613 0.241 -0.224 -0.53
H 2.98076 0.96737 -0.13323 0.070 -1.334 0.758 0.16
H 0.47305 1.28645 -3.60231 -0.112 -0.412 -0.295 0.22
H -0.05798 -0.52090 -3.99446 0.551 1.291 2.461 0.26
H -1.20889 0.67986 -0.27970 0.151 -0.462 0.460 0.24
H 0.85036 1.33106 1.79716 2.368 -0.656 0.505 0.25
H -0.62253 1.50256 2.39045 -2.096 -0.678 2.836 0.26
H -0.15195 2.61127 1.31682 -0.262 -1.684 -1.088 0.28
H -0.21189 -2.65299 0.01216 1.246 -0.198 -0.287 0.24
H -1.31861 -2.52506 1.18099 -1.286 -0.784 1.424 0.24
H -1.64391 -1.94315 -0.46517 0.263 1.125 1.011 0.24
H 0.13692 -0.77983 1.83935 -0.277 -1.279 -1.014 0.44
```
Forces are in eV/Å.

Computed properties:
- LUMO level (eV) = -4.194
- net charge = +1

C6H11N2O | ωB97M-V with the def2-TZVPD basis set

XYZ file:
```
20
Properties=species:S:1:pos:R:3:forces:R:3:nbo_charge:R:1
C -0.14834 1.64321 0.00496 0.190 0.003 0.218 -0.43
C 0.86329 0.82643 -0.81363 -0.370 0.682 -0.112 -0.09
C -0.04319 -0.42151 -0.74511 -0.223 -0.119 -0.134 -0.37
C -0.85204 0.33742 0.39675 -0.226 -0.027 0.146 -0.15
C 0.79278 -1.39544 -0.10032 1.367 1.013 0.467 0.51
C -2.35142 0.22536 0.27390 0.133 -0.022 0.123 -0.61
N 2.08980 0.37359 -0.14813 -0.068 -1.743 0.057 0.05
N 0.88223 -2.66386 -0.02449 -0.148 -0.272 -0.229 -0.70
O 2.37262 1.05135 0.94791 -0.284 0.335 0.016 -0.45
H 0.26012 2.24539 0.81369 -0.061 0.018 -0.068 0.25
H -0.76566 2.26863 -0.63808 0.033 -0.027 -0.041 0.24
H 1.14835 1.22709 -1.79123 0.071 -0.117 0.095 0.25
H -0.68446 -0.72568 -1.57492 0.128 0.051 -0.093 0.25
H -0.53447 -0.00195 1.38479 0.003 0.015 -0.057 0.22
H -2.66533 -0.80983 0.39011 -0.102 -0.088 -0.002 0.22
H -2.70320 0.59320 -0.68496 -0.055 0.058 -0.143 0.22
H -2.82041 0.80441 1.06367 -0.131 0.094 0.064 0.24
H 3.28392 0.82863 1.22335 -0.281 -0.124 -0.331 0.51
H 0.31196 -3.31501 -0.57425 0.077 0.233 0.078 0.42
H 1.56346 -3.09144 0.59598 -0.053 0.035 -0.056 0.44
```
Forces are in eV/Å.

Computed properties:
- LUMO level (alpha / beta) (eV) = -5.076 / -4.324
- net charge = +1

C6H11N2O | ωB97M-V with the def2-TZVPD basis set

XYZ file:
```
20
Properties=species:S:1:pos:R:3:forces:R:3:nbo_charge:R:1
C 0.36747 0.87077 -0.72907 1.215 1.336 0.635 0.26
C 0.99524 -1.37201 0.13366 -1.066 4.624 1.219 -0.21
C 0.09090 -0.47103 1.16311 2.070 -2.291 -1.226 -0.24
C -1.07806 -0.07482 -2.58838 -3.966 2.934 -2.402 -0.11
C -0.63225 -1.03001 -1.69628 2.745 -0.830 0.176 0.18
C -0.13732 1.96207 1.32338 -1.203 0.899 1.165 -0.42
N 0.69750 -0.50897 -1.05468 0.144 -2.299 -3.289 -0.47
N 0.06910 0.81535 0.52196 -0.001 -1.135 -0.352 -0.37
O -0.54719 -1.24645 -3.07854 1.311 -1.826 0.240 -0.42
H -0.34456 0.71117 -2.67360 -0.886 0.873 -0.410 0.23
H 2.01179 -1.16909 0.36790 0.969 -0.796 0.252 0.24
H 0.64880 -2.31672 -0.13452 0.010 -1.826 0.415 0.23
H -0.83365 -0.94174 1.20064 -2.161 -0.407 0.023 0.22
H 0.42249 -0.42804 2.17281 0.778 0.081 0.653 0.24
H -2.17223 0.07377 -2.83466 1.447 0.192 0.445 0.24
H -0.92838 -1.84354 -1.12733 -1.627 -0.977 0.958 0.22
H -1.14326 2.07431 1.75016 -0.016 -0.738 -0.123 0.23
H -0.09653 2.78705 0.64450 0.888 0.855 0.097 0.25
H 0.53600 1.87991 2.18844 0.145 0.723 -0.526 0.23
H 1.35144 -0.63184 -1.91624 -0.796 0.607 2.053 0.48
```
Forces are in eV/Å.

Computed properties:
- LUMO level (eV) = -3.292
- net charge = +1

C6H11N2O3 | ωB97M-V with the def2-TZVPD basis set

XYZ file:
```
22
Properties=species:S:1:pos:R:3:forces:R:3:nbo_charge:R:1
C -1.20663 -0.43547 0.74526 -3.794 -0.643 1.795 -0.39
C -1.24160 0.36491 -0.49925 -0.508 1.563 -3.447 -0.43
C 0.08773 -1.11918 0.75377 1.643 -1.714 1.262 -0.47
C -0.02029 1.32967 -0.63567 -0.298 2.373 -0.963 -0.41
C 1.25008 -0.19308 0.79186 -0.012 0.786 1.232 -0.41
C 1.27567 0.57980 -0.47826 -2.099 -0.287 0.090 0.10
N 1.29134 -0.35062 -1.89683 -1.283 -0.664 1.969 -0.24
N 2.41189 1.35978 -0.63288 -0.289 1.808 -1.954 0.48
O 1.83976 -1.53891 -1.77609 0.405 -0.174 0.043 -0.70
O 2.34240 2.28801 -1.48184 0.111 0.099 0.310 -0.53
O 3.45037 1.05885 -0.11299 1.764 -0.645 1.216 -0.43
H -1.51114 0.28246 1.63560 1.314 -1.281 -1.250 0.18
H -2.10953 -1.21555 0.82942 1.779 1.454 -0.583 0.19
H -1.09809 -0.24452 -1.48551 -0.642 0.529 1.940 0.24
H -2.20292 0.97416 -0.59112 1.147 -0.714 0.032 0.19
H 0.26728 -1.96232 1.43190 -0.540 0.447 0.760 0.20
H 0.35419 -1.62347 -0.13710 -0.867 -0.750 -1.691 0.27
H 0.04999 1.91812 -1.64074 -0.581 -1.453 1.483 0.24
H -0.05951 2.19164 0.08963 -0.046 -0.841 -0.138 0.19
H 1.17794 0.41378 1.72823 0.200 0.322 -0.823 0.18
H 2.15304 -0.71656 0.87793 1.292 -1.020 0.061 0.24
H 1.88008 0.28064 -2.36876 1.301 0.803 -1.344 0.30
```
Forces are in eV/Å.

Computed properties:
- LUMO level (alpha / beta) (eV) = 3.756 / 3.756
- net charge = -1

C6H11N2O4 | ωB97M-V with the def2-TZVPD basis set

XYZ file:
```
23
Properties=species:S:1:pos:R:3:forces:R:3:nbo_charge:R:1
C 1.93880 -0.79347 -0.69664 -1.355 -1.715 -0.318 -0.50
C 1.14961 -1.95286 -0.93282 1.793 2.323 0.720 0.00
N -0.20766 -1.94771 -1.56206 1.602 0.092 1.070 -0.66
C -1.13624 -0.99677 -0.88090 -0.576 0.303 0.368 -0.15
C -1.41157 -1.43722 0.64227 -0.504 0.208 -0.083 -0.63
C -2.58328 -0.87125 -1.58349 -3.864 -0.817 -2.744 0.74
O -3.36107 0.03682 -1.09426 2.609 -1.893 -0.564 -0.77
O -3.02317 -1.68297 -2.61002 3.037 2.828 4.178 -0.82
H 3.05345 -0.83980 -0.40822 -2.021 -0.214 -0.166 0.19
H 1.47673 0.25301 -0.74266 0.883 -1.835 -0.475 0.22
H 1.59374 -2.95017 -0.56584 -0.824 1.402 -1.043 0.18
H -0.02662 -1.65874 -2.53529 -0.635 -0.129 0.663 0.38
H -0.66370 0.04145 -0.88626 -0.957 -1.233 0.120 0.19
H -1.96167 -0.57687 1.15646 0.726 -1.157 -0.815 0.23
H -2.11688 -2.34870 0.67999 1.215 1.308 -0.178 0.21
H -0.46820 -1.64996 1.24763 -1.068 0.206 -0.970 0.19
C 1.09964 3.02333 2.13802 -0.127 -0.011 0.329 -0.48
N 1.11224 2.43726 0.77294 -0.279 -0.335 -0.245 0.53
O 0.34166 1.52069 0.55164 0.454 0.821 0.209 -0.33
O 1.89797 2.92110 -0.02786 -0.275 -0.191 0.279 -0.40
H 0.35826 2.49859 2.73790 0.082 0.011 -0.193 0.23
H 2.09643 2.89714 2.55886 -0.065 0.120 -0.118 0.23
H 0.84154 4.07708 2.04061 0.151 -0.093 -0.027 0.23
```
Forces are in eV/Å.

Computed properties:
- LUMO level (eV) = 2.355
- net charge = -1

Across the entries above, DFT total energy takes the values -344.28934; -419.55908; -419.53889; -419.54738; -570.27841; -645.55472 hartree, respectively.
Across the entries above, energy above the lowest of the compared OMol25 structures with the same formula, charge and spin takes the values 592.86; 519.35; 572.36; 550.07; 516.90; 364.91 kJ/mol, respectively.